# 1
Molecular formula: C98H70F28N4O34S4
Method: DFT, ωB97M-V/def2-TZVPD

The geometry in XYZ format:
```
238
Properties=species:S:1:pos:R:3:forces:R:3:lowdin_charge:R:1
S -5.763 -1.367 3.093 3.9 0.8 -1.8 0.701
S -7.918 -1.069 1.752 -6.5 -2.9 -1.7 0.525
S 2.689 0.842 -2.915 -0.7 5.4 1.6 0.471
S 2.290 -0.826 -4.798 0.3 2.8 -1.8 0.723
F 5.057 -4.981 -4.502 -1.2 -0.7 -0.9 0.162
F 8.861 -5.087 -8.300 -1.0 0.8 -0.3 0.130
F 4.519 -8.358 1.291 -0.5 0.1 0.0 0.151
F 8.775 -2.933 -6.745 -1.0 0.2 -0.1 0.125
F 5.636 -7.118 -2.834 -2.7 -0.6 2.6 0.112
F -8.457 1.199 0.251 0.1 -0.2 0.0 0.092
F 7.727 -6.627 -2.702 -0.3 1.4 0.0 0.089
F 8.503 -5.808 1.539 0.5 -0.3 0.5 0.113
F 9.187 -7.746 -0.281 1.8 0.8 -0.9 0.124
F -7.832 -0.495 -0.931 0.8 -0.3 -0.8 0.140
F 3.259 2.139 -0.684 1.1 0.6 -0.1 0.107
F 3.876 -2.755 -5.977 0.0 0.2 1.7 0.137
F 2.540 -3.508 -4.235 1.7 1.1 0.0 0.066
F 7.838 -5.214 -0.381 -0.8 -0.3 -0.6 0.141
F 1.826 -3.206 -6.152 -0.1 1.6 -0.1 0.104
F -9.789 -0.441 -0.133 -1.8 -0.4 -0.1 0.190
F -6.729 0.723 4.581 2.1 -0.1 -0.4 0.133
F 4.272 0.275 -0.729 1.1 -0.9 0.6 0.131
F 2.224 -8.462 -0.370 0.3 0.8 0.5 0.089
F 7.717 -8.479 0.927 -1.3 -3.1 5.1 0.180
F 9.863 -3.690 -5.145 0.1 -1.5 0.3 0.152
F 5.744 -4.380 -2.576 0.2 0.6 0.6 0.128
F 5.104 1.864 -2.000 -1.2 -0.2 1.3 0.116
F -4.564 0.927 3.821 -1.4 0.1 0.5 0.095
F 9.877 -6.178 -6.819 0.5 -0.8 0.9 0.112
F 3.300 -6.510 1.520 0.8 -1.3 -1.2 0.099
F 2.961 -6.663 -1.408 -0.3 0.7 0.3 0.105
F -5.039 -0.408 5.490 -0.7 1.0 -1.3 0.086
O 6.614 -2.049 0.098 0.3 -0.3 0.3 0.096
O -8.411 10.085 -1.353 -1.0 1.1 -0.2 0.158
O 4.627 0.952 2.400 -0.1 -0.8 -0.7 0.114
O 1.366 0.833 -2.332 0.2 0.1 1.0 -0.319
O 0.842 -0.722 -4.649 1.7 -1.3 0.4 -0.309
O 0.894 8.241 0.822 -0.7 0.2 0.7 0.127
O -3.021 5.164 2.491 -0.9 0.8 0.3 0.082
O 5.238 -6.453 0.269 -1.7 -1.4 0.2 -0.026
O 9.303 0.618 -3.793 0.1 -0.3 0.9 0.128
O -7.499 3.473 1.849 -1.4 0.5 0.4 0.093
O -6.473 -2.397 3.760 -0.6 0.3 0.4 -0.257
O -4.354 -1.730 2.701 -3.0 1.5 0.7 -0.342
O -5.571 5.474 -0.640 -1.6 2.2 -0.5 0.065
O -7.219 4.218 5.829 2.0 1.1 -1.4 0.094
O -0.454 -4.967 -1.766 -0.5 -1.2 -0.1 0.095
O 8.107 4.689 4.140 -1.3 -1.4 -1.1 0.105
O -2.588 9.389 -2.562 0.5 -0.3 -0.2 0.119
O -7.994 -2.514 1.453 -0.2 2.0 -0.2 -0.328
O -1.331 2.113 3.486 0.9 -0.1 0.1 0.081
O 1.398 -1.538 6.443 0.9 -1.3 0.9 0.145
O -12.377 6.061 2.010 2.0 -1.2 0.0 0.111
O 4.925 -4.181 8.570 -0.1 -0.3 0.4 0.139
O -8.777 -0.608 2.827 0.5 0.1 -0.8 -0.302
O -1.108 -10.008 -3.734 0.0 1.5 0.3 0.106
O -7.663 -4.735 -3.246 3.5 0.9 1.6 0.072
O 2.884 1.873 -3.913 0.2 -0.1 0.8 -0.306
O -1.246 4.317 -1.284 -0.4 2.3 -0.8 0.066
O -3.931 5.256 -4.251 -0.5 -3.1 0.3 0.074
O -4.086 -0.029 -2.724 0.5 2.5 -1.1 0.079
O 1.897 3.074 1.700 -0.3 -1.4 0.9 0.089
O 2.811 0.018 -5.899 -0.3 -2.6 2.0 -0.311
O 7.783 -4.721 -5.604 2.2 0.5 -0.2 0.030
O 4.133 -2.050 3.527 0.7 -0.9 2.4 0.064
O -2.844 -3.519 -1.011 2.5 0.6 0.2 0.097
N 2.370 -2.166 -0.292 -0.9 1.2 -0.5 -0.044
N 3.170 -0.518 -3.299 0.1 -5.2 -3.7 -0.303
N -6.513 -0.580 1.761 5.4 0.3 2.7 -0.321
N -3.574 1.497 0.745 0.7 -3.8 -1.7 -0.037
C -10.692 4.771 3.110 1.1 -2.0 1.6 0.038
C -6.204 5.677 4.244 -0.1 0.7 -1.3 -0.001
C 0.121 -1.832 -0.879 -0.6 0.6 0.7 0.064
C 6.652 2.204 2.037 0.5 -1.2 -0.3 0.039
C -3.862 -3.718 -1.590 -3.3 -1.1 -0.3 -0.424
C 6.571 -6.406 -3.402 1.2 -2.0 -2.6 -0.309
C 1.861 6.271 0.240 2.6 -1.9 -1.2 0.006
C -7.840 9.050 -1.232 2.5 -1.4 -0.3 -0.403
C -1.532 5.483 -1.629 -0.7 -1.4 1.4 -0.350
C -2.557 6.282 -0.859 1.0 -0.2 -0.8 0.026
C 3.596 -3.614 5.234 -1.0 -1.9 2.2 -0.002
C 7.638 -6.156 0.549 -0.2 -0.5 1.9 -0.448
C -5.121 -3.560 -0.870 -3.2 0.6 -0.6 0.034
C 5.219 2.558 3.968 1.2 1.9 1.2 0.041
C -11.296 5.457 1.986 -1.0 1.1 -0.3 -0.380
C 1.309 -2.473 -1.137 0.4 0.8 2.4 0.031
C 9.360 -0.670 -1.769 0.5 -1.1 2.1 0.035
C -4.935 3.747 5.151 -1.0 1.4 -0.5 0.053
C 5.260 -1.927 5.754 0.2 -0.8 1.1 0.048
C -1.170 7.502 -2.974 0.2 -1.4 -0.9 0.056
C -2.045 -8.141 -2.574 0.3 1.2 0.4 0.052
C -4.049 1.141 -3.164 1.7 -2.3 -0.2 -0.351
C 7.224 -4.152 -4.409 0.2 1.2 0.0 -0.054
C 6.640 -1.310 -2.198 2.3 1.1 -0.6 0.030
C -3.686 0.116 0.467 1.6 1.8 0.6 0.039
C 3.982 1.318 -1.455 -2.2 0.0 -3.0 -0.602
C -8.562 -0.145 0.101 1.7 0.0 2.5 -0.675
C -6.275 6.485 -0.851 0.2 -1.0 0.3 -0.361
C -5.197 5.866 3.386 0.3 1.3 -0.4 0.040
C -4.065 -4.292 -2.937 -1.5 -1.1 -1.7 0.047
C -6.351 7.252 -2.088 1.1 -0.1 -1.4 0.009
C -6.996 8.409 -2.271 0.4 -0.1 -0.5 0.050
C -7.703 8.314 0.028 -1.7 -0.1 0.7 0.030
C 2.288 -1.179 0.639 0.0 -0.7 -0.1 0.009
C -0.018 -0.856 0.169 0.7 -1.2 -1.9 -0.098
C -0.919 6.177 -2.766 0.1 1.5 0.4 0.028
C -9.275 4.723 0.752 1.2 -1.4 0.0 0.005
C -2.529 -0.652 0.335 -0.7 0.5 -0.2 0.041
C 9.023 -4.108 -6.108 -3.1 1.1 0.6 -0.451
C 4.332 -2.511 4.666 0.5 1.8 0.0 -0.356
C -10.428 5.365 0.818 -0.2 0.7 -1.4 -0.005
C 5.419 -2.466 7.012 0.6 1.0 -2.2 0.021
C -5.052 2.084 -2.808 -1.2 2.6 0.7 -0.003
C 7.284 3.896 3.644 1.6 2.3 1.6 -0.400
C 1.097 -0.568 0.942 -1.3 0.4 -0.8 0.049
C 0.971 7.050 1.030 -0.2 -0.3 -0.2 -0.420
C 9.627 -4.932 -7.223 1.2 -1.1 -0.1 -0.337
C 3.692 -4.072 6.532 -0.8 0.0 -2.1 0.041
C -0.714 -0.728 5.603 -0.4 -0.3 -1.7 0.047
C 2.731 -2.657 -5.298 -1.8 -1.6 -0.6 -0.564
C -6.534 -4.444 -2.745 -3.8 -0.1 -0.1 -0.342
C 3.681 -2.757 -0.564 -0.7 -0.4 -0.6 0.015
C 0.214 6.225 1.987 -0.9 -0.5 0.4 0.037
C -3.015 3.067 -4.430 1.7 -2.3 -0.4 0.004
C 0.141 -7.968 -3.725 0.2 2.4 0.9 0.036
C -1.371 0.123 4.761 1.2 -1.6 1.2 0.049
C -1.189 1.353 0.435 -1.2 -0.9 0.1 0.058
C 0.788 -0.783 5.764 -2.5 2.0 -1.0 -0.390
C -6.237 4.575 5.155 -0.4 -3.2 1.8 -0.341
C 1.388 0.291 4.975 1.0 1.3 -1.7 0.050
C -4.784 2.264 0.900 -0.4 0.7 -0.2 0.006
C 6.116 -4.975 -3.725 2.6 -0.4 0.2 -0.476
C -3.916 4.034 4.319 -0.3 -1.3 2.5 -0.013
C 7.280 -1.651 -0.828 -2.1 0.8 -2.2 -0.385
C -5.295 -4.696 -3.452 3.5 1.1 0.6 0.033
C 7.483 3.175 2.433 0.2 -1.4 -2.2 0.016
C 6.280 -6.158 1.261 -1.6 0.8 -1.0 -0.019
C -0.675 1.251 4.056 -3.0 -1.1 0.6 -0.370
C -7.136 7.120 0.154 0.4 -0.6 1.4 -0.004
C 4.697 -3.652 7.517 0.1 1.1 -1.4 -0.411
C -4.026 4.014 -4.078 -0.7 2.0 1.0 -0.357
C 0.302 -6.718 -3.156 0.5 -2.7 -1.0 0.031
C -0.664 -6.089 -2.212 2.1 0.2 -0.9 -0.376
C -1.806 -6.945 -1.983 -1.9 -0.7 0.2 0.012
C -5.539 0.137 4.324 -0.1 -2.2 0.2 -0.551
C 6.064 3.577 4.340 -2.5 -2.0 0.7 0.030
C 2.248 5.010 0.531 -0.6 1.7 -0.4 0.049
C 7.919 -7.575 0.077 0.1 1.4 -4.3 -0.440
C -1.022 -8.828 -3.410 0.0 -0.7 -0.2 -0.374
C -2.797 7.571 -1.136 -0.9 -1.9 1.8 0.004
C 0.744 1.162 4.166 1.6 0.7 1.3 0.002
C 5.432 1.775 2.744 0.0 1.6 1.0 -0.398
C 8.765 -0.072 -2.952 -1.9 -0.6 -0.8 -0.389
C 0.421 4.906 2.219 -0.7 1.7 -0.1 0.043
C 1.532 4.208 1.543 0.5 1.1 -0.6 -0.387
C -8.608 3.985 1.917 -0.7 1.5 -1.5 -0.351
C -5.067 3.381 -3.212 -0.6 -0.3 0.2 0.050
C -6.381 -3.789 -1.394 2.5 -0.4 0.7 0.069
C -2.202 8.281 -2.242 -0.1 0.2 -0.1 -0.392
C -3.922 5.088 3.317 -0.2 -1.0 0.0 -0.357
C 4.085 -7.269 0.641 1.8 2.7 0.7 -0.418
C -2.954 1.752 -4.026 -0.2 1.8 0.2 0.088
C -2.358 2.064 0.693 0.6 -0.2 0.3 -0.019
C 7.349 -0.556 -3.117 -1.6 -1.2 1.1 0.033
C -9.492 4.114 3.092 -0.3 0.2 0.6 0.044
C 8.688 -1.381 -0.804 2.6 1.2 -1.0 0.025
C 3.321 -7.695 -0.645 0.5 -1.3 -0.3 -0.290
C -1.266 -0.059 0.251 -0.1 1.3 1.2 -0.092
H -3.073 3.430 4.621 0.7 0.1 -1.2 0.103
H 6.870 -0.348 -4.062 0.0 0.3 -0.2 0.120
H -5.302 6.725 2.740 0.2 0.0 -0.4 0.111
H -2.167 3.467 -4.965 0.2 0.0 -0.1 0.123
H -7.090 6.281 4.116 -0.1 0.2 0.3 0.128
H -11.311 4.640 3.985 0.1 0.4 0.3 0.125
H -7.199 -3.612 -0.711 -0.5 0.0 -0.4 0.098
H -5.311 -5.102 -4.452 -0.2 -0.2 0.0 0.118
H 5.652 -1.674 -2.439 -0.1 0.2 0.1 0.072
H 7.273 -7.894 -0.741 0.0 1.0 -0.7 0.156
H 3.191 -0.860 1.137 0.2 -0.4 0.1 0.116
H -0.674 6.709 2.367 -0.1 0.0 0.5 0.113
H -1.984 1.298 -4.166 -0.2 -0.7 -0.2 0.119
H 9.271 -1.756 0.025 -0.1 -0.1 0.2 0.122
H 6.103 -5.141 1.610 0.0 0.0 0.1 0.143
H -2.364 -0.257 4.568 -0.4 0.9 -0.5 0.096
H -5.716 1.767 -2.018 -0.5 -0.2 -0.2 0.115
H 0.930 -8.288 -4.389 -0.1 -0.5 0.0 0.115
H 7.993 -3.908 -3.675 0.1 -0.2 0.0 0.139
H -4.936 2.815 -0.028 0.1 0.6 0.3 0.089
H -3.174 -4.466 -3.522 0.1 0.0 -0.2 0.110
H -2.257 3.106 0.956 -0.4 0.2 -0.1 0.121
H 1.291 -6.324 -3.336 -0.2 0.9 0.0 0.098
H -3.076 5.768 -0.064 0.0 0.0 0.1 0.088
H -7.225 6.538 1.060 -0.1 0.1 0.4 0.099
H 2.372 6.778 -0.565 0.0 0.3 -0.1 0.127
H -0.191 5.568 -3.281 0.1 0.3 -0.5 0.125
H 2.458 0.436 4.984 0.3 -0.3 0.4 0.112
H 6.716 -3.224 -4.671 0.0 0.2 0.0 0.136
H 10.434 -0.600 -1.685 0.2 0.2 0.1 0.120
H -2.669 -1.722 0.339 0.1 -0.1 -0.3 0.106
H -4.601 2.891 1.772 -0.6 0.2 -0.2 0.091
H 6.223 -6.853 2.100 0.4 0.0 -0.2 0.146
H 2.959 -4.785 6.881 0.0 -0.3 -0.1 0.122
H -2.575 -6.492 -1.374 -0.2 -0.1 0.2 0.115
H 4.361 2.326 4.582 -0.1 -0.1 0.0 0.108
H -5.063 -3.115 0.112 0.1 -0.1 0.3 0.106
H 1.439 -3.279 -1.845 0.1 0.2 -0.1 0.123
H 0.943 0.233 1.650 0.8 0.0 0.3 0.107
H -5.668 1.630 0.979 0.3 -0.1 0.6 0.075
H -8.361 8.739 0.772 0.1 -0.2 0.6 0.127
H -6.723 8.973 -3.151 -0.5 0.1 -0.3 0.128
H -3.553 7.948 -0.463 -0.1 1.1 -0.4 0.120
H -4.674 -0.319 0.424 -0.1 0.2 0.2 0.100
H -0.771 8.021 -3.833 0.4 0.0 0.0 0.121
H 6.950 1.510 1.266 0.0 0.3 -0.6 0.118
H -10.728 5.861 -0.093 -0.4 0.1 0.0 0.125
H 1.266 2.041 3.817 0.4 -0.2 -0.6 0.105
H -4.844 2.938 5.861 -0.2 0.0 0.1 0.119
H -8.815 4.627 -0.220 0.4 0.1 0.0 0.115
H 3.958 -8.342 -1.248 0.4 0.1 0.2 0.164
H 2.800 -4.053 4.652 0.0 0.1 -0.3 0.118
H -0.336 4.446 2.838 0.3 -0.7 0.1 0.095
H -0.282 1.938 0.485 0.2 -0.3 -0.3 0.118
H -5.682 6.929 -2.873 0.1 -0.2 -0.2 0.109
H 3.956 -2.406 -1.559 0.4 0.3 0.3 0.064
H 8.340 3.299 1.788 0.4 0.5 0.4 0.129
H -9.037 3.638 3.948 -0.6 -0.1 0.5 0.109
H 5.891 -1.068 5.579 -0.1 0.1 -0.6 0.101
H -0.765 -2.061 -1.453 0.1 -0.1 -0.3 0.119
H -1.273 -1.634 5.784 0.1 -0.1 0.9 0.117
H 3.500 -3.823 -0.705 0.4 -0.2 0.5 0.099
H 6.235 -2.069 7.599 -0.2 0.1 0.4 0.114
H -5.816 4.071 -2.850 -0.1 -0.1 0.2 0.101
H 4.369 -2.498 0.241 0.0 -0.2 -0.4 0.088
H 10.554 -4.449 -7.534 0.1 0.1 0.1 0.176
H -3.016 -8.604 -2.471 0.1 -0.3 0.2 0.123
H 5.874 4.084 5.275 0.0 0.3 0.0 0.122
H 6.669 -7.037 -4.286 0.8 1.1 -1.1 0.177
H 3.074 4.561 0.000 -0.1 -0.3 0.0 0.115
```
Positions in Å, forces in eV/Å.

Calculated values
maximum force = 0.1422 Eh/bohr
LUMO energy = -2.59 eV
HOMO = -0.347 Eh
DFT total energy = -297741.0265 eV
Kohn-Sham gap = 6.85 eV
multiplicity = 1


# 2
Molecular formula: C32H43Cl2N2OP3Tc
Method: DFT, ωB97M-V/def2-TZVPD

The geometry in XYZ format:
```
84
Properties=species:S:1:pos:R:3:forces:R:3:lowdin_spin:R:1
Tc 0.000 0.000 0.000 1.0 0.3 3.3 2.381
Cl 2.327 -0.707 0.343 -0.7 0.3 -0.1 0.121
Cl -1.046 -0.816 2.082 0.5 0.3 -0.6 0.127
P 0.021 2.199 -4.054 0.5 0.7 -1.7 0.019
P -4.516 1.421 -0.420 -2.1 0.6 0.9 0.019
P 0.589 1.952 1.214 0.6 1.7 1.1 0.008
O -2.771 1.254 -2.856 1.0 -0.3 -0.2 0.001
N 0.055 -4.176 -1.194 -1.3 3.3 0.0 0.038
N -0.303 -1.688 -0.820 -1.0 -3.6 -1.9 0.005
C -0.344 1.432 -2.527 0.1 -0.9 1.0 0.093
C -5.521 0.551 2.030 0.1 0.0 0.0 0.001
C -7.762 -0.324 -2.176 0.0 0.1 0.0 0.001
C -3.453 5.290 -1.028 0.0 0.0 0.1 0.000
C 0.552 0.758 -1.755 0.0 1.3 -2.0 -0.032
C -1.709 1.585 -1.937 -1.0 0.1 -0.1 0.004
C -4.832 4.671 -2.897 -0.1 0.1 0.0 0.000
C -1.769 0.787 -0.640 -1.8 1.0 0.0 -0.030
C 1.807 2.296 -4.314 -0.3 -0.1 0.3 0.001
C -5.002 -0.608 -2.246 0.0 -0.2 0.0 0.002
C -5.003 3.404 -2.360 0.1 -0.1 0.1 0.000
C -3.625 4.029 -0.482 0.0 0.1 -0.1 0.001
C 1.315 3.285 0.195 -0.1 -0.3 0.1 0.002
C -0.655 3.881 -4.108 0.1 -0.4 0.3 0.003
C -0.206 -2.817 -1.046 1.2 -3.4 0.0 0.087
C -4.397 3.078 -1.150 0.2 -0.2 0.1 0.002
C -6.302 0.664 3.169 0.1 -0.1 0.0 0.000
C -6.965 0.522 -1.423 -0.1 0.2 0.0 0.001
C -0.765 2.780 2.118 0.0 -0.3 -0.2 0.002
C -6.973 2.872 2.503 0.0 0.0 0.0 0.000
C -7.184 -1.313 -2.963 0.1 0.0 0.0 0.000
C -5.579 0.392 -1.471 0.6 -0.2 0.1 0.005
C -0.670 1.346 -5.501 0.0 0.0 0.6 0.007
C 1.265 -4.476 -1.931 1.4 0.0 -0.8 0.006
C -0.130 -4.934 0.031 -0.3 -0.5 1.6 0.005
C -6.193 2.768 1.362 0.1 0.0 -0.1 0.001
C 1.845 1.655 2.500 -0.2 -0.1 -0.2 0.003
C -2.967 0.707 0.006 1.5 -0.1 -0.4 0.100
C -4.057 5.613 -2.237 -0.1 -0.1 0.0 0.000
C -5.453 1.610 1.124 0.2 0.1 -0.1 0.002
C -7.026 1.823 3.409 0.0 0.0 -0.1 0.000
C -5.805 -1.458 -2.991 0.0 0.0 -0.1 0.000
H -1.753 1.410 -5.458 -0.1 0.0 0.0 0.000
H 2.273 2.846 -3.501 0.1 0.1 0.1 0.000
H -0.025 -6.023 -0.159 -0.1 0.8 -0.1 0.000
H -0.315 1.799 -6.425 0.1 0.1 0.0 0.001
H -0.368 4.380 -5.030 0.1 -0.1 -0.1 0.000
H 1.894 2.491 3.194 -0.1 0.1 0.0 -0.001
H 1.356 -5.571 -2.102 -0.3 0.8 0.2 0.000
H -0.375 0.301 -5.477 0.0 -0.1 0.0 0.000
H -1.138 -4.748 0.460 0.7 -0.1 -0.3 0.001
H 1.256 -3.967 -2.917 0.0 -0.4 0.6 0.000
H -8.838 -0.219 -2.142 0.0 0.0 0.0 0.000
H 2.158 -4.135 -1.357 -0.5 -0.3 -0.4 0.002
H -3.931 6.602 -2.656 0.0 0.0 0.0 0.000
H -6.154 3.594 0.667 0.0 0.1 0.0 0.000
H -7.634 1.907 4.299 0.0 0.0 0.0 0.000
H 2.235 1.299 -4.352 0.0 -0.1 0.0 0.000
H -4.971 -0.363 1.862 0.1 -0.1 0.0 0.000
H -7.811 -1.976 -3.542 0.0 0.0 0.0 0.000
H 2.808 1.511 2.021 0.1 0.0 0.0 0.001
H -1.414 2.018 2.542 0.0 -0.1 0.1 0.000
H -7.426 1.276 -0.799 0.0 0.0 0.1 0.000
H -0.381 3.416 2.913 0.1 0.0 0.0 -0.001
H 2.013 2.801 -5.255 -0.1 0.1 -0.1 0.000
H -7.538 3.776 2.683 0.0 0.0 0.0 0.000
H -1.740 3.834 -4.053 -0.2 0.0 0.0 0.000
H 0.635 -4.634 0.785 -0.5 -0.3 -0.4 0.001
H -5.588 2.667 -2.887 -0.1 -0.1 -0.1 0.000
H -5.314 4.924 -3.832 0.0 0.0 0.0 0.000
H -3.166 3.784 0.465 0.0 0.0 0.1 0.000
H -2.858 6.025 -0.504 0.0 0.0 0.0 0.000
H -6.341 -0.157 3.871 0.0 0.0 0.0 0.000
H -5.353 -2.239 -3.587 0.0 0.0 0.0 0.000
H -2.981 0.235 0.976 -0.1 -0.2 0.1 0.004
H -3.929 -0.727 -2.242 0.0 -0.2 -0.1 0.001
H 1.583 0.647 -2.083 0.0 0.0 -0.1 0.003
H -1.909 2.634 -1.698 0.4 0.3 0.3 0.001
H 1.590 0.743 3.032 0.0 -0.1 0.1 0.000
H -0.286 4.450 -3.260 0.1 0.1 0.1 0.000
H 1.630 4.133 0.800 0.0 0.0 0.1 0.000
H -1.347 3.381 1.426 0.0 0.1 -0.1 0.000
H 2.174 2.878 -0.331 0.2 0.0 -0.1 -0.001
H 0.583 3.617 -0.538 -0.1 0.1 -0.1 0.000
H -3.598 1.338 -2.364 0.3 0.1 -0.9 0.000
```
Positions in Å, forces in eV/Å.

Calculated values
maximum force = 0.0814 Eh/bohr
LUMO energy (spin up / spin down) = -4.77 / -7.01 eV
HOMO (spin up / spin down) = -0.510 / -0.522 Eh
charge = +2
DFT total energy = -94006.5652 eV
Kohn-Sham gap (spin up / spin down) = 9.11 / 7.20 eV
multiplicity = 4